1.
{
  "formula": "C23H54N2O22S4",
  "method": "ωB97M-V/def2-TZVPD",
  "species": ["C", "N", "C", "C", "C", "C", "O", "H", "H", "H", "H", "H", "H", "H", "H", "H", "H", "H", "H", "H", "H", "N", "O", "O", "O", "O", "S", "O", "O", "C", "C", "C", "H", "H", "H", "H", "H", "H", "H", "H", "O", "S", "O", "O", "C", "C", "C", "H", "H", "H", "H", "H", "H", "H", "H", "O", "S", "O", "O", "C", "C", "C", "H", "H", "H", "H", "H", "H", "H", "H", "O", "S", "O", "O", "C", "C", "C", "H", "H", "H", "H", "H", "H", "H", "H", "C", "C", "O", "C", "O", "O", "H", "H", "H", "H", "C", "C", "O", "C", "O", "O", "H", "H", "H", "H"],
  "coordinates": [[-10.6074, -35.7413, 13.8016], [-11.1772, -35.3794, 12.4001], [-10.0840, -35.8135, 11.3742], [-12.3699, -36.2494, 12.2226], [-11.5948, -33.9447, 12.1928], [-12.7246, -33.4089, 13.1507], [-13.2098, -32.2499, 12.5047], [-10.4263, -36.7825, 13.8825], [-11.2146, -35.4736, 14.7606], [-9.7610, -35.1947, 13.9578], [-9.4704, -35.0735, 11.2246], [-10.4724, -35.6782, 10.3824], [-9.5859, -36.6990, 11.4313], [-12.9351, -36.1400, 11.2200], [-13.2120, -35.8721, 12.8176], [-12.2135, -37.2792, 12.3690], [-12.0409, -33.9161, 11.1999], [-10.6940, -33.1558, 12.1199], [-12.1931, -33.0421, 14.1500], [-13.6528, -34.1538, 13.2793], [-13.6815, -31.6428, 13.1667], [-14.4139, -28.3748, 13.2735], [-14.8407, -28.2466, 14.4031], [-14.1847, -27.4058, 12.5524], [-14.0804, -29.5091, 12.8612], [-9.9363, -39.4699, 13.0353], [-9.5302, -40.0773, 14.2514], [-9.7104, -39.2080, 15.3446], [-10.4993, -41.2396, 14.6256], [-11.2723, -41.9227, 13.6218], [-11.8302, -43.1990, 14.2224], [-7.9213, -40.6674, 13.9353], [-10.6147, -42.1342, 12.7096], [-11.9970, -41.2424, 13.1147], [-11.1799, -44.0182, 14.6192], [-12.4973, -43.5378, 13.4932], [-12.4644, -42.8844, 15.1985], [-7.4264, -39.8884, 13.7259], [-7.8775, -41.2647, 13.1512], [-7.5992, -41.0780, 14.7714], [-19.9382, -31.0531, 13.0521], [-18.7604, -31.0105, 12.1923], [-18.6656, -31.8961, 11.0090], [-18.7793, -29.3695, 11.6817], [-19.9503, -29.1224, 10.8979], [-19.8998, -27.6335, 10.5827], [-17.3799, -31.0493, 13.1960], [-20.8818, -29.4749, 11.4336], [-19.7207, -29.6690, 9.8602], [-19.0290, -27.6864, 10.0417], [-19.9638, -26.8938, 11.4062], [-20.7367, -27.3805, 9.9652], [-16.4451, -31.1162, 12.5035], [-17.4975, -31.8727, 13.9329], [-17.1556, -30.1572, 13.8741], [-17.4746, -35.0369, 10.2205], [-17.0820, -34.8294, 11.4893], [-16.2675, -33.7848, 11.9171], [-18.4825, -34.5772, 12.3834], [-19.6843, -35.0494, 11.6868], [-20.8387, -34.5875, 12.5997], [-16.3466, -36.3328, 12.0828], [-19.4865, -36.0248, 11.2812], [-19.6838, -34.5163, 10.7636], [-20.6716, -33.5182, 12.9194], [-21.1421, -35.2342, 13.5434], [-21.8214, -34.6614, 12.0311], [-15.3422, -36.5417, 12.0357], [-16.6682, -37.1795, 11.6382], [-16.7388, -36.4789, 12.9553], [-12.3992, -35.7874, 17.1913], [-13.6556, -35.4250, 16.6030], [-13.7078, -34.1550, 15.9262], [-14.0732, -36.6327, 15.4741], [-13.8846, -37.9659, 15.8871], [-14.3134, -38.8672, 14.7059], [-14.9540, -35.3950, 17.7785], [-14.3087, -38.2768, 16.7686], [-12.8433, -37.9861, 16.0932], [-13.7563, -38.9470, 13.9326], [-15.2900, -38.7670, 14.3759], [-14.3705, -39.8768, 15.0063], [-16.0473, -35.6134, 17.4078], [-14.6140, -34.4349, 18.3244], [-14.5495, -36.3827, 18.2882], [-8.9085, -31.9273, 7.7677], [-8.7602, -31.9692, 9.2394], [-9.6846, -32.8499, 9.7106], [-10.3268, -33.3772, 8.7297], [-11.3097, -34.0288, 8.8968], [-10.0558, -32.7627, 7.6138], [-8.1801, -32.3744, 7.1974], [-8.8220, -30.8980, 7.3581], [-8.8811, -30.8378, 9.3814], [-7.8060, -32.4350, 9.3825], [-10.4050, -30.2676, 14.2671], [-9.8844, -30.3858, 12.7556], [-9.0220, -31.3600, 13.0548], [-9.0420, -31.8841, 14.2019], [-8.4913, -32.9546, 14.4411], [-9.8169, -31.3017, 14.9451], [-11.6807, -30.3057, 14.2688], [-10.0180, -29.5157, 14.9753], [-9.5600, -29.4084, 12.2579], [-10.7907, -30.6412, 12.0934]],
  "mulliken_charge": [-0.865, 1.005, -1.830, -1.047, -0.701, 0.729, -0.660, 0.317, 0.046, 0.650, 0.790, 0.574, 0.454, 0.310, -0.004, 0.701, 0.335, -0.379, 0.284, -0.250, 0.387, 0.926, -0.663, -0.651, -0.615, -0.640, 1.328, -0.666, -0.269, -0.076, -1.174, -1.497, 0.334, 0.230, 0.308, 0.403, 0.236, 0.548, 0.431, 0.502, -0.704, 1.279, -0.633, -0.290, -0.189, -1.305, -0.737, 0.356, 0.218, 0.364, 0.308, 0.372, 0.139, 0.346, 0.433, -0.624, 1.086, -0.349, -0.301, -0.436, -0.919, -1.445, 0.516, 0.313, 0.146, 0.257, 0.322, 0.060, 0.809, 0.650, -0.608, 0.908, -0.479, -0.037, -0.521, -1.728, -0.891, 0.510, 0.521, 0.383, 0.458, 0.540, 0.281, 0.352, 0.317, -0.570, -0.191, -0.005, 0.611, -0.513, -0.426, 0.287, 0.330, 0.198, 0.315, -0.274, 0.048, -0.330, 0.769, -0.700, -0.298, 0.116, 0.330, 0.332, 0.076],
  "total_energy_ev": -116073.3371,
  "lumo_ev": -0.292,
  "charge": 0,
  "homo_lumo_gap_ha": 0.2335
}


2.
{
  "formula": "C23H55F6NO17S",
  "method": "ωB97M-V/def2-TZVPD",
  "species": ["C", "C", "S", "C", "N", "C", "O", "O", "C", "C", "O", "C", "C", "O", "C", "O", "C", "F", "F", "C", "F", "F", "C", "F", "F", "C", "O", "O", "H", "H", "H", "H", "H", "H", "H", "H", "H", "H", "H", "H", "H", "H", "H", "C", "O", "H", "H", "H", "H", "C", "O", "H", "H", "H", "H", "C", "O", "H", "H", "H", "H", "C", "O", "H", "H", "H", "H", "C", "O", "H", "H", "H", "H", "C", "O", "H", "H", "H", "H", "C", "O", "H", "H", "H", "H", "C", "O", "H", "H", "H", "H", "C", "O", "H", "H", "H", "H", "C", "O", "H", "H", "H", "H"],
  "coordinates": [[3.0496, 2.0097, 2.7018], [2.0932, 0.9171, 3.2519], [0.4386, 1.6039, 3.5844], [-0.6161, 0.8776, 2.3181], [0.0090, 0.7686, 0.9729], [-0.9034, -0.0008, 0.1269], [-1.9274, 0.4574, -0.2757], [-0.4841, -1.2599, -0.1815], [-0.5573, -2.2145, 0.8926], [0.7825, -2.2715, 1.6188], [0.7740, -3.4058, 2.4891], [1.2519, -3.0681, 3.7448], [2.7479, -2.9512, 3.8841], [0.4947, -2.8869, 4.6551], [0.2818, 2.0641, 0.4376], [-0.2134, 3.0620, 0.8777], [1.2633, 2.2571, -0.7685], [0.6134, 2.9679, -1.7145], [2.2772, 3.0224, -0.2956], [1.9008, 0.9902, -1.4251], [2.0243, -0.0344, -0.5469], [3.1546, 1.3072, -1.8447], [1.1687, 0.4966, -2.7028], [-0.1544, 0.3228, -2.4456], [1.3190, 1.3741, -3.6950], [1.7811, -0.8761, -3.1496], [2.5812, -0.9241, -4.0359], [1.3172, -1.9781, -2.5267], [3.5927, 2.4817, 3.5186], [3.7460, 1.6158, 1.9639], [2.4483, 2.8024, 2.2575], [2.0620, 0.0478, 2.5974], [2.4657, 0.5998, 4.2249], [-0.8683, -0.1363, 2.6333], [-1.5553, 1.4308, 2.2763], [-0.7297, -3.1949, 0.4508], [-1.3968, -2.0117, 1.5590], [0.9700, -1.3615, 2.1912], [1.5691, -2.3531, 0.8609], [3.1420, -3.9009, 4.2445], [2.9597, -2.1772, 4.6177], [3.2338, -2.6989, 2.9423], [1.1928, -1.8403, -1.5766], [4.6306, -3.4383, -5.5233], [4.7232, -3.3408, -4.1039], [5.4620, -4.0490, -5.8646], [3.6938, -3.9154, -5.8217], [4.7004, -2.4502, -5.9833], [3.9884, -2.7901, -3.8104], [-0.7458, -3.3294, -5.6528], [-0.2170, -3.9871, -4.5028], [-1.4031, -4.0296, -6.1621], [-1.3232, -2.4466, -5.3667], [0.0538, -3.0315, -6.3360], [0.3631, -3.3658, -4.0541], [-1.7790, 6.0096, -1.2515], [-1.6096, 6.3380, 0.1244], [-2.3529, 6.8078, -1.7151], [-0.8094, 5.9280, -1.7517], [-2.3233, 5.0678, -1.3572], [-1.1016, 5.6261, 0.5265], [1.2407, -6.6166, -6.6597], [1.2578, -6.5240, -5.2443], [2.0535, -7.2741, -6.9595], [0.2972, -7.0388, -7.0189], [1.3935, -5.6355, -7.1223], [0.5393, -5.9356, -4.9832], [-3.0110, 3.9000, 2.9350], [-2.4244, 3.3538, 4.1166], [-3.3990, 3.0753, 2.3430], [-3.8329, 4.5714, 3.1794], [-2.2578, 4.4364, 2.3493], [-2.0755, 4.0833, 4.6337], [2.9157, -4.7035, -1.4516], [4.1756, -5.2139, -1.8370], [2.5775, -5.2382, -0.5658], [2.9971, -3.6335, -1.2169], [2.1833, -4.8431, -2.2538], [4.4231, -4.7241, -2.6331], [-7.4978, 4.4567, 2.3800], [-6.0949, 4.3093, 2.1534], [-7.7640, 3.8158, 3.2164], [-7.7456, 5.4900, 2.6310], [-8.0691, 4.1522, 1.4993], [-5.8607, 4.8765, 1.4110], [-4.5645, 2.1248, -0.4461], [-5.7418, 2.8873, -0.2122], [-4.3457, 2.1701, -1.5104], [-3.7111, 2.5331, 0.1029], [-4.7080, 1.0784, -0.1628], [-5.9461, 2.8527, 0.7327], [-1.6698, -4.9161, 7.0311], [-0.2946, -4.7764, 6.7078], [-1.7663, -5.7570, 7.7143], [-2.0533, -4.0180, 7.5240], [-2.2672, -5.1201, 6.1374], [-0.2070, -4.0317, 6.1016], [1.5974, 7.3584, 0.0947], [1.6747, 7.2940, 1.5155], [2.5083, 6.9228, -0.3103], [0.7409, 6.7923, -0.2639], [1.5194, 8.3948, -0.2441], [0.8664, 7.6796, 1.8635]],
  "mulliken_charge": [-1.184, 0.561, -0.272, -0.281, 1.790, -0.549, -0.327, 0.042, -0.919, 1.042, -0.434, 0.923, -0.930, -0.728, -1.075, -0.296, 1.174, -0.306, -0.330, 0.506, -0.272, -0.351, 0.814, -0.202, -0.274, -0.134, -0.573, 0.222, 0.373, 0.317, 0.203, -0.468, 0.713, 0.560, -0.143, 0.478, 0.266, -0.708, -0.129, 0.354, 0.325, 0.272, 0.030, -0.431, -0.597, 0.278, 0.112, 0.258, 0.282, -0.694, -0.542, 0.298, 0.303, 0.273, 0.235, -0.415, -0.516, 0.271, 0.225, 0.129, 0.200, -0.596, -0.479, 0.251, 0.273, 0.221, 0.313, -0.266, -0.513, -0.081, 0.457, 0.183, 0.292, -0.176, -0.572, 0.307, -0.037, 0.116, 0.419, -0.653, -0.412, 0.239, 0.272, 0.272, 0.301, -0.190, -0.599, 0.308, -0.156, 0.294, 0.308, -0.519, -0.483, 0.221, 0.247, 0.233, 0.405, -0.227, -0.512, 0.249, -0.066, 0.321, 0.290],
  "total_energy_ev": -88175.2100,
  "lumo_ev": -0.755,
  "charge": 0,
  "homo_lumo_gap_ha": 0.3143
}


Look up the charge of the second one. 0


What is the charge in the second record? 0


Which value of charge does entry 2 give? 0


Look up the charge of the second one. 0